Record 1
17
Properties=species:S:1:pos:R:3:forces:R:3 method="wB97M-V/def2-TZVPD" relative_energy_kcal_mol=54.3 homo_lumo_gap_ev=10.27
O 1.93950 0.29412 1.06868 0.2 0.2 0.1
C 1.88806 -0.50862 -0.10167 0.0 -0.2 -0.3
C 0.44546 -0.93636 -0.32081 0.0 0.0 0.0
C -0.47939 0.26964 -0.36354 0.1 0.0 -0.1
C -1.96556 0.07596 -0.69605 0.0 -0.2 -0.3
O -2.36836 0.84033 0.44706 -0.2 0.0 0.1
C -1.02473 0.82822 0.95859 0.3 0.1 0.2
H 2.54292 1.02724 0.91790 0.0 -0.1 0.1
H 2.54415 -1.38478 0.00677 -0.1 0.1 0.0
H 2.23364 0.05460 -0.98171 -0.1 0.0 0.2
H 0.13773 -1.60963 0.49051 0.0 0.1 -0.1
H 0.38060 -1.50991 -1.25546 0.0 0.1 0.1
H -0.03666 1.06282 -0.97818 -0.1 -0.1 0.1
H -2.30350 -0.96936 -0.63043 0.0 0.1 0.0
H -2.32765 0.51135 -1.63514 0.0 -0.1 0.1
H -0.68793 1.82205 1.27109 -0.1 -0.1 -0.1
H -0.91829 0.13233 1.80239 0.0 0.1 -0.1

***

Record 2
45
Properties=species:S:1:pos:R:3:forces:R:3 method="wB97M-V/def2-TZVPD" multiplicity=4 homo_lumo_gap_ev="6.33 / 3.05" charge=+3
F 3.51580 -3.71756 4.22789 -1.0 1.1 -0.6
B 3.13549 -2.53626 3.61203 4.5 0.0 -0.1
F 3.46519 -1.37764 4.30686 -1.0 -0.9 -0.7
F 3.39899 -2.47046 2.24059 -0.8 0.1 1.1
C 1.47617 -2.62098 3.66243 -3.8 -2.5 0.3
C 0.59672 -1.54809 3.61881 -0.8 0.1 0.2
O -0.71091 -1.97091 3.61378 1.2 -0.6 0.0
C -0.65809 -3.35074 3.67599 0.0 1.1 -0.1
C 0.65284 -3.79803 3.70284 2.5 1.1 0.0
H 0.83534 -0.49060 3.59183 -0.5 0.0 0.1
H -1.56549 -3.94231 3.69417 -0.2 0.4 0.0
H 0.99755 -4.82369 3.74374 -0.1 0.0 0.1
O -2.08121 3.10558 -5.02254 -0.4 -4.1 2.3
C -2.10872 2.08502 -4.45943 0.5 5.1 -2.7
Cr -1.92114 0.36707 -3.66603 0.5 0.8 -1.4
C -0.15647 0.93212 -3.32448 3.9 1.4 0.1
O 0.93892 1.31642 -3.20688 -3.6 -1.3 -0.2
C -1.23891 -0.21547 -5.34029 3.0 -1.1 -5.2
O -0.73124 -0.44831 -6.36586 -2.3 0.8 4.3
C -3.96073 -0.40416 -3.70383 -1.1 -0.4 0.1
C -3.86626 0.65464 -2.78873 -0.7 0.1 -0.2
C -2.86844 0.64745 -1.80399 0.4 0.5 1.8
C -1.95986 -0.43655 -1.67406 0.1 0.0 -0.1
C -0.80187 -0.33183 -0.79221 0.6 0.5 0.9
C 0.15882 -0.08974 -0.05830 -2.6 -1.3 -1.8
C 1.25964 0.02725 0.74404 1.9 2.5 1.0
C 1.71920 1.32044 1.16087 -0.5 -1.0 -0.3
C 2.92230 1.52330 1.89723 0.6 0.1 0.6
C 3.30245 2.79428 2.31749 0.2 -0.8 0.0
C 2.48307 3.90318 2.05850 0.0 -0.3 -0.2
C 1.29755 3.73514 1.33325 -0.7 -0.6 -0.6
C 0.93635 2.47327 0.86776 -0.3 1.0 0.1
C -2.05104 -1.46964 -2.64110 0.9 -1.2 1.3
C -3.05598 -1.47091 -3.61779 -0.5 -0.3 -0.4
H -4.71233 -0.38319 -4.50247 0.3 0.0 0.4
H -4.54734 1.50727 -2.87397 0.3 -0.3 0.0
H -2.73371 1.50485 -1.14114 -0.2 -0.3 -0.2
H 1.83188 -0.85657 1.03113 0.0 0.0 -0.2
H 3.52832 0.65085 2.15410 0.0 0.3 -0.1
H 4.24070 2.93597 2.85700 -0.3 -0.1 -0.1
H 2.77644 4.89078 2.41077 -0.1 -0.2 -0.1
H 0.65218 4.59028 1.12689 0.2 -0.3 0.0
H 0.01646 2.33407 0.29943 0.2 0.2 0.1
H -1.29318 -2.25396 -2.62856 -0.3 0.1 0.0
H -3.11545 -2.29162 -4.33777 0.1 0.3 0.2

***

Record 3
7
Properties=species:S:1:pos:R:3:forces:R:3 method="wB97M-V/def2-TZVPD" multiplicity=6 relative_energy_kcal_mol=75.5 homo_lumo_gap_ev="7.49 / 8.46" charge=+1
C -1.67902 0.57169 -0.61411 0.1 -0.5 -1.5
C -1.15672 -0.42639 0.13313 -4.9 0.9 1.4
O -2.42851 -1.07741 0.06635 4.0 1.2 0.0
O 2.25522 0.07779 -0.24686 -0.3 0.4 -0.1
O -0.60378 0.31257 1.15984 1.3 -1.4 -0.2
C 3.13912 -0.62814 -0.32560 0.5 -0.4 0.0
Fe 0.47369 1.16989 -0.17277 -0.7 -0.3 0.5

***

Record 4
23
Properties=species:S:1:pos:R:3:forces:R:3 method="wB97M-V/def2-TZVPD" relative_energy_kcal_mol=89.8 homo_lumo_gap_ev=10.06
C -2.28172 0.35056 0.45426 2.0 -1.4 -0.2
C -1.21030 0.22595 -0.73730 0.3 -2.1 3.4
N 0.11985 -0.14504 -0.00645 -0.6 -1.5 -2.7
C 0.14364 -1.67297 0.21909 -2.4 2.7 2.9
C 0.72592 -1.83409 1.66563 2.6 -0.5 -2.8
C 1.34890 0.20074 -0.79465 -4.3 2.9 -3.0
C 1.36544 1.79108 -1.03462 1.0 -0.4 1.6
O 0.55372 2.61343 -0.26207 -0.7 2.2 0.0
H -2.62367 -0.76264 0.73573 0.7 2.8 -0.2
H -1.81685 0.96535 1.30175 -0.6 -1.4 -0.9
H -3.08075 0.94811 0.10854 -1.3 0.3 -0.4
H -1.57592 -0.51925 -1.45039 0.3 -0.4 0.2
H -1.07181 1.06756 -1.32019 0.2 2.2 -0.6
H 0.60580 -2.22650 -0.54747 1.0 -0.5 -0.9
H -0.92440 -1.96192 0.25141 0.5 -0.1 -0.2
H 0.00202 -1.77139 2.46120 -0.2 0.0 0.1
H 1.44643 -0.92791 1.65148 -0.8 -1.8 0.9
H 1.29028 -2.84317 1.60982 -0.7 1.7 0.9
H 2.17256 -0.02443 -0.23807 2.3 -1.1 1.2
H 1.33482 -0.17183 -1.89448 0.3 -0.2 1.9
H 0.91724 2.19196 -1.91647 1.1 -1.0 -2.0
H 2.38808 2.17346 -0.78045 -0.4 -0.6 -1.1
H 0.17069 2.33296 0.52370 -0.5 -1.6 2.2

***

Record 5
10
Properties=species:S:1:pos:R:3:forces:R:3 method="wB97M-V/def2-TZVPD" relative_energy_kcal_mol=116.5 homo_lumo_gap_ev=8.02
C -0.01642 -0.72315 -0.86934 -0.2 2.1 5.0
C -0.12786 0.83858 0.75987 3.7 2.5 10.8
H -0.39791 -0.30195 -2.63865 2.6 -3.9 1.6
H 0.42744 2.73894 0.99090 0.4 -2.2 1.2
H -0.23653 1.48138 -1.18030 0.9 -2.3 2.1
N -0.07265 -1.35770 0.24972 -0.7 -1.5 0.2
N 0.46237 1.80338 1.56663 -3.5 -0.4 -3.7
N -0.06540 0.65432 -0.46451 -1.3 1.9 -11.9
O 0.17671 -1.13503 -2.10027 -2.8 3.9 -2.5
O -0.32641 -0.40383 1.35301 0.9 -0.1 -2.9

***

Record 6
65
Properties=species:S:1:pos:R:3:forces:R:3 method="wB97M-V/def2-TZVPD" homo_lumo_gap_ev="5.92 / 5.92" charge=+2
C -3.64431 -3.11141 -1.59478 1.0 0.5 -0.1
C -2.43292 -2.44107 -1.82779 -0.3 -0.5 0.8
C -2.44284 -1.03347 -2.04851 -0.1 1.0 0.3
C -3.71191 -0.35497 -2.18410 0.5 -0.6 0.3
C -4.90498 -1.08558 -1.94388 -0.4 -0.2 0.3
C -4.86792 -2.42607 -1.61851 -0.5 0.5 -0.2
C -3.69428 1.00084 -2.52638 -0.2 -0.4 -0.7
C -2.55387 1.55713 -3.09992 0.6 -0.2 0.1
C -1.32325 0.82056 -2.95180 -0.4 0.1 1.1
C -0.14206 1.33886 -3.54407 0.6 0.7 0.2
C -0.17686 2.58733 -4.16648 0.5 -1.0 0.3
C -1.35967 3.32869 -4.24392 -1.0 0.4 -0.1
C -2.53376 2.82204 -3.74043 0.0 0.5 0.0
H -3.64556 -4.18627 -1.37089 0.1 0.5 -0.2
H -5.85768 -0.55163 -2.01244 0.3 -0.3 0.0
H -5.78876 -2.97570 -1.39969 0.3 0.3 -0.2
H -4.61577 1.56051 -2.48188 -0.2 0.2 -0.1
H 0.74491 3.01771 -4.58283 -0.4 -0.3 0.1
H -1.34836 4.31033 -4.72221 0.0 -0.3 0.2
H -3.47005 3.38451 -3.79352 0.4 -0.1 -0.1
N -1.28960 -0.26047 -2.08605 0.4 -1.0 -1.4
Ce 0.04357 0.15282 0.35521 -1.2 1.5 0.5
C -1.12767 -3.21048 -1.71026 -0.1 0.3 -0.2
H -0.48752 -3.07884 -2.58983 -0.1 0.1 0.1
H -1.34064 -4.28557 -1.61059 0.2 0.3 0.1
C 1.17684 0.61769 -3.34980 -0.5 0.1 0.1
H 1.04472 -0.46736 -3.46032 0.1 0.3 -0.1
H 1.92616 0.99851 -4.05812 -0.1 -0.3 0.1
P -0.22710 -2.60411 -0.23116 -0.4 -1.2 0.1
P 1.80802 0.92836 -1.64613 0.2 0.1 -1.2
C 2.51441 2.57965 -1.78059 0.2 0.2 0.3
H 2.77903 2.95099 -0.78127 0.0 0.0 -0.3
H 3.41691 2.47478 -2.39613 -0.2 0.3 0.1
H 1.80343 3.27668 -2.24329 0.2 -0.2 0.2
C 3.22427 -0.20455 -1.56689 0.1 0.0 0.3
H 3.97443 0.15272 -2.28310 0.0 -0.3 0.2
H 3.63161 -0.19455 -0.54626 0.2 -0.1 -0.3
H 2.89533 -1.22389 -1.81698 0.2 0.3 0.0
C -1.35036 -3.14842 1.10345 0.0 0.2 0.3
H -1.39653 -4.24333 1.09613 -0.1 0.2 0.1
H -0.97519 -2.80165 2.07439 -0.1 -0.2 -0.1
H -2.35702 -2.74008 0.95398 0.2 -0.1 0.0
C 1.23466 -3.64333 0.00082 0.2 0.1 0.0
H 1.74786 -3.29197 0.90765 0.0 -0.2 -0.2
H 0.94323 -4.69285 0.12012 0.2 0.2 -0.1
H 1.90277 -3.51663 -0.85992 -0.1 -0.2 0.2
C -0.94130 2.30759 -0.57114 -0.3 2.3 -1.3
O -0.67423 3.42714 -0.94986 -0.2 -2.7 1.1
H -2.09959 2.01898 -0.68460 1.0 -0.2 0.7
O 1.33971 1.40710 1.89189 -0.3 -1.0 0.0
C 1.33661 0.46873 2.78157 0.4 -0.1 -0.1
O 0.70431 -0.63190 2.49656 0.1 0.8 -0.5
C 2.02891 0.62522 4.08533 -0.5 0.2 -0.1
C 1.89415 -0.39901 5.03320 0.2 0.3 -0.4
C 2.28623 -0.20078 6.33748 0.2 0.4 0.3
C 2.77887 1.05909 6.70389 -1.0 0.0 -1.8
C 3.03626 2.05426 5.74649 0.0 0.0 0.2
C 2.64185 1.84204 4.42654 0.3 -0.3 0.1
N 2.69482 1.44003 8.08307 0.8 0.5 4.4
O 2.37967 0.55672 8.93091 0.6 2.0 -2.4
O 2.96674 2.62153 8.39695 -0.7 -2.5 -1.0
H 1.43757 -1.32697 4.73957 -0.1 -0.2 0.0
H 2.15611 -0.97958 7.07816 -0.1 0.2 0.1
H 3.48109 3.00568 6.05600 -0.3 -0.4 -0.1
H 2.80651 2.61770 3.67695 -0.2 -0.2 0.2

***

no.,maximum force (eV/A)
1,0.4
2,6.1
3,5.2
4,6.0
5,12.1
6,4.5